47
Properties=species:S:1:pos:R:3:nbo_charge:R:1 method="wB97M-V/def2-TZVPD" homo_lumo_gap_ev=8.014 total_charge=+1 multiplicity=1
C 1.56404 -5.22594 -2.89937 -0.1323
C 1.88652 -4.04247 -2.94634 0.0950
N 2.54049 -2.78935 -2.60049 -0.3680
C 3.80023 -2.54363 -3.19137 0.0929
C 4.55381 -1.28866 -2.84686 -0.2311
C 3.88389 -0.30893 -1.89255 -0.0878
C 2.51664 -0.61002 -1.27867 -0.2398
C 1.88304 -1.94414 -1.68197 0.3583
C 0.48680 -2.40037 -1.07948 -0.4942
C -0.65744 -2.10196 -2.15894 -0.2275
N -0.28425 -0.96072 -3.06922 -0.8442
H 1.31394 -6.31865 -2.75516 0.2943
H 4.23505 -3.32054 -3.89850 0.2715
H 5.56960 -1.12576 -3.30100 0.2742
H 4.40228 0.64683 -1.59791 0.2625
H 2.00824 0.12033 -0.55806 0.2631
H 0.27042 -1.78439 -0.14561 0.2639
H 0.49879 -3.49126 -0.76067 0.2614
H -1.66660 -1.88821 -1.65745 0.2068
H -0.80968 -3.07195 -2.74199 0.2078
H -0.05427 -0.14167 -2.47525 0.3536
H -1.17949 -0.69393 -3.50642 0.3818
C -1.74838 0.83659 1.26699 -0.2100
Cl -3.18279 0.61671 0.24890 0.0670
Cl -0.29033 0.44683 0.32185 0.0022
Cl -1.66446 2.51774 1.81584 0.0844
Cl -1.84715 -0.24223 2.67243 0.0708
C -0.37448 -0.81864 6.31909 -0.2177
Cl 0.63606 -1.61379 7.54031 0.0673
Cl -1.21132 0.56218 7.05259 0.0678
Cl 0.65064 -0.25166 4.98190 0.0392
Cl -1.57135 -1.97431 5.69725 0.0476
C 2.10775 3.88064 0.50596 -0.2110
Cl 2.39149 2.13561 0.29077 0.0096
Cl 3.65080 4.74536 0.39234 0.0760
Cl 1.00847 4.45795 -0.76046 0.0666
Cl 1.38393 4.16879 2.09753 0.0773
C -3.96872 1.57203 -3.95573 -0.2195
Cl -4.83188 2.79192 -4.90768 0.0786
Cl -5.08119 0.83898 -2.78318 0.0575
Cl -3.33754 0.31348 -5.03857 0.0464
Cl -2.61964 2.33956 -3.09175 0.0440
C -3.37288 3.59253 5.67567 -0.2189
Cl -4.25375 4.81196 4.73456 0.0577
Cl -4.46958 2.84987 6.85641 0.0597
Cl -2.74493 2.34276 4.58261 0.0412
Cl -2.02085 4.36455 6.52760 0.0545